# 1
A single C8H6INO2S molecule. Source: OMol25; level of theory: wB97M-V/def2-TZVPD.

```
19
C8H6INO2S (wB97M-V/def2-TZVPD)
C -1.088 0.092 1.627
C 0.072 0.709 1.209
C -2.149 -0.002 0.782
C -0.117 1.177 -0.095
C 2.192 0.024 -1.451
C 3.050 1.822 -0.134
C 1.975 -1.221 -1.794
C 0.848 1.871 -0.966
N 3.099 0.542 -0.610
O 3.904 2.314 0.523
O 1.921 2.527 -0.391
S -1.682 0.730 -0.726
I 4.942 -0.393 -0.012
H -1.058 -0.334 2.650
H 1.106 0.694 1.627
H -3.162 -0.416 1.045
H 2.795 -1.750 -1.498
H 1.233 -1.515 -2.473
H 0.548 2.256 -1.859
```

Properties
**Frontier orbital gap (alpha / beta)**: 6.224 / 5.143 eV
**2S+1**: 3
**ΔE to the lowest compared entry with this formula, charge and spin**: 0.004 eV
**HOMO energy (alpha / beta)**: -0.249 / -0.316 hartree

# 2
2 unconnected molecules or ions with the total composition C9H14O. Source: OMol25; level of theory: wB97M-V/def2-TZVPD.

```
24
C9H14O (wB97M-V/def2-TZVPD)
C -2.395 -1.292 -0.763
C 1.025 0.685 -2.298
C -0.139 1.450 -2.090
C 1.148 -0.602 -1.750
C -1.239 0.825 -1.563
C 0.081 -1.195 -1.155
C -1.227 -0.515 -1.204
O 2.084 1.107 -2.998
H 2.307 1.989 -2.717
H -0.173 2.485 -2.405
H 2.107 -1.089 -1.884
H -2.185 1.336 -1.742
H 0.019 -2.158 -0.674
H -2.201 -2.228 -0.249
H -3.020 -1.536 -1.629
H -2.882 -0.575 -0.101
C 1.612 0.180 3.169
C 0.090 0.171 3.128
H 1.995 0.446 2.182
H 2.003 0.871 3.915
H 2.000 -0.817 3.389
H -0.233 -0.857 2.928
H -0.368 0.883 2.441
H -0.406 0.435 4.069
```

Properties
**Frontier orbital gap (alpha / beta)**: 10.237 / 6.590 eV
**2S+1**: 2
**Charge**: +1
**ΔE to the lowest compared entry with this formula, charge and spin**: 0.823 eV
**HOMO energy (alpha / beta)**: -0.525 / -0.527 hartree